# C4H6B2F8FeO4

A structure of composition C4H6B2F8FeO4 in a non-equilibrium geometry (ωB97M-V with the def2-TZVPD basis set, the Open Molecules 2025 dataset).

<S²>: 6.0234
Frontier orbital gap (alpha / beta) (eV): 6.102 / 4.286
Energy above the lowest of the compared OMol25 structures with the same formula, charge and spin (kJ/mol): 746.3
Spin multiplicity: 5
DFT total energy (Eh): -2569.7195
Total charge: -2
HOMO level (alpha / beta) (Eh): -0.099 / -0.097

Structure (XYZ):
```
25
Properties=species:S:1:pos:R:3:forces:R:3
Fe -0.151710 -0.149110 0.349943 0.2 0.0 -0.1
B 0.621490 -3.333700 -1.042387 1.8 -0.1 0.1
F -0.054920 -4.344210 -1.653477 -0.6 -0.9 -0.5
F 0.101390 -3.055440 0.214123 -0.9 0.8 1.4
F 1.992170 -3.650610 -0.873417 -0.2 -0.2 -0.2
F 0.544900 -2.161250 -1.784047 -0.4 1.4 -0.5
B -1.261430 1.308210 3.740633 1.4 0.3 0.4
F -0.887140 1.915110 2.581413 1.1 1.4 -2.7
F -1.348770 -0.017650 3.363473 0.0 -2.0 0.4
F -0.302360 1.607880 4.728453 0.3 -0.7 0.3
F -2.428870 1.822980 4.138453 -2.6 0.5 1.0
C -4.499030 0.444730 -2.813397 -0.7 0.8 -0.6
C -3.490160 0.410490 -1.729427 3.2 -0.6 2.1
O -3.342340 -0.502030 -0.899467 -1.8 -2.1 0.1
O -2.556370 1.253710 -1.575417 0.2 2.0 -1.6
H -4.144560 0.031870 -3.757847 0.3 -0.5 0.3
H -4.693680 1.479610 -3.094867 -0.2 0.2 0.3
H -5.428430 -0.043900 -2.520897 0.1 0.0 0.0
C 5.193930 1.076730 0.347043 -1.6 -0.2 -0.2
C 3.602590 0.933520 0.382853 -0.7 -0.4 0.9
O 3.121300 0.138510 1.191213 0.4 -2.3 2.1
O 2.798980 1.557990 -0.319457 0.6 2.0 -2.4
H 5.693730 0.302270 0.928863 -0.4 -0.2 -0.1
H 5.500180 2.014470 0.810663 -0.1 0.3 -0.6
H 5.419110 0.959820 -0.713017 0.5 0.5 0.1
```
Forces are in eV/Å.

=====

# C18H35NO7PS2

A cluster of 3 separate species, C18H35NO7PS2 in total (ωB97M-V with the def2-TZVPD basis set, the Open Molecules 2025 dataset).

Frontier orbital gap (eV): 6.769
Spin multiplicity: 1
DFT total energy (Eh): -2425.8482
Total charge: +1
HOMO level (Eh): -0.420

Structure (XYZ):
```
64
Properties=species:S:1:pos:R:3:forces:R:3
O 4.921240 1.723916 1.962427 -0.2 -0.6 -0.4
C 4.632484 1.027680 1.034726 0.2 0.4 0.4
O 5.361815 -0.042204 0.643018 0.3 0.4 0.2
C 3.318682 1.243634 0.321734 0.0 0.0 -0.2
C 2.159380 0.932860 1.018782 0.4 -0.1 0.0
C 0.908837 1.103371 0.465763 -0.1 0.0 0.0
C -0.328382 0.748585 1.224898 0.1 0.0 0.2
C -1.176572 -0.383341 0.629751 0.0 -0.3 0.0
C -2.655544 -0.243940 0.957286 0.2 0.6 0.2
S -3.047229 -0.187432 2.725034 -0.1 -0.5 0.4
N 0.851600 1.635427 -0.783425 -0.1 0.0 0.0
S -0.682162 2.068645 -1.506345 0.0 0.2 0.0
C 1.963287 1.969754 -1.472686 0.0 0.1 0.0
C 3.227057 1.780042 -0.968464 0.0 -0.2 0.0
C 4.390583 2.229701 -1.812938 -0.1 -0.2 0.3
P 4.540930 4.032368 -1.657162 -0.5 0.2 -0.3
O 3.435277 4.670389 -2.385196 0.2 -0.1 0.2
O 4.560323 4.366891 -0.098624 0.0 -0.2 0.0
O 6.030781 4.291206 -2.097786 -0.1 0.1 0.1
H 5.542455 -0.050056 -0.305304 -0.3 -0.2 -0.1
H 2.231342 0.533704 2.021299 0.0 0.0 0.0
H -0.000077 0.427869 2.212597 0.0 0.2 0.1
H -0.910498 1.661942 1.380031 -0.1 0.0 -0.1
H -1.075377 -0.433213 -0.454812 0.0 0.0 0.0
H -0.817723 -1.334961 1.026393 0.1 0.0 0.0
H -3.050073 0.656344 0.484282 -0.2 -0.1 -0.1
H -3.203185 -1.114427 0.605982 -0.1 0.0 -0.2
H -2.608568 1.026134 3.074234 0.1 0.2 -0.3
H -0.655929 1.078077 -2.406570 0.0 -0.1 -0.1
H 1.813102 2.433485 -2.438126 -0.1 0.0 0.0
H 4.149846 2.041307 -2.857247 0.2 0.0 -0.1
H 5.313066 1.714933 -1.553333 0.1 0.1 0.0
H 3.665222 4.543139 0.219475 0.1 0.2 0.1
H 6.296821 5.213870 -1.970845 0.2 0.0 -0.1
C 4.487982 -5.666324 0.111034 -0.1 0.0 0.0
C 4.448738 -4.750769 -1.098721 0.1 0.0 0.0
O 3.141391 -4.353271 -1.486536 0.0 0.1 -0.1
C 2.393113 -3.644045 -0.526624 -0.1 0.0 0.0
C 3.025620 -2.326527 -0.103791 0.0 0.0 -0.1
H 3.889934 -6.559934 -0.067476 0.0 0.0 0.0
H 5.515342 -5.970265 0.310000 0.0 0.0 0.0
H 4.109248 -5.180420 1.011640 0.0 0.0 0.0
H 4.846741 -5.270314 -1.969038 0.0 0.0 0.0
H 5.085981 -3.872758 -0.935448 0.0 0.0 0.0
H 2.189699 -4.264122 0.353693 0.0 0.0 0.0
H 1.431841 -3.453192 -1.006510 0.0 0.0 0.0
H 3.983137 -2.469497 0.395485 0.0 0.0 0.1
H 2.363618 -1.809300 0.591972 0.0 0.0 0.0
H 3.189974 -1.689439 -0.978545 0.0 0.0 0.0
C -8.440591 2.154736 1.212645 0.0 -0.1 0.1
C -7.431900 1.887399 0.110074 -0.1 0.1 0.0
O -6.351585 1.053482 0.499790 0.1 0.0 0.0
C -6.701197 -0.247369 0.942383 0.0 -0.1 0.0
C -7.425875 -1.087118 -0.095471 0.0 0.1 -0.1
H -7.951742 2.600041 2.079789 0.0 0.0 0.0
H -9.205907 2.842764 0.853542 0.0 0.0 0.0
H -8.944091 1.244396 1.539473 0.0 0.0 0.0
H -6.964023 2.823583 -0.195084 0.0 0.0 0.0
H -7.932201 1.479748 -0.775294 0.0 0.0 0.0
H -7.280589 -0.199384 1.870358 0.0 0.0 0.0
H -5.749100 -0.715327 1.193107 0.0 0.0 0.1
H -8.392327 -0.662340 -0.367114 0.0 0.0 0.0
H -7.604418 -2.088333 0.297319 0.0 0.0 0.0
H -6.829623 -1.171805 -1.005501 0.0 0.0 0.0
```
Forces are in eV/Å.

=====

# FH2N2O

A cluster of 2 separate species, FH2N2O in total in a non-equilibrium geometry (ωB97M-V with the def2-TZVPD basis set, the Open Molecules 2025 dataset).

<S²>: 2.0071
Frontier orbital gap (alpha / beta) (eV): 5.394 / 6.607
Energy above the lowest of the compared OMol25 structures with the same formula, charge and spin (kJ/mol): 27.8
Spin multiplicity: 3
DFT total energy (Eh): -285.6661
Total charge: -1
HOMO level (alpha / beta) (Eh): -0.024 / -0.136

Structure (XYZ):
```
6
Properties=species:S:1:pos:R:3:forces:R:3
N 0.838367 -0.279410 0.377978 0.4 0.2 -3.0
N -2.460731 0.115958 0.007427 2.8 4.0 2.1
O -2.525181 -0.881663 -0.566728 -0.5 -4.6 -2.6
F -3.908526 0.602796 0.386840 -2.2 0.7 0.5
H 0.661316 0.380841 -0.463571 0.1 -1.3 1.6
H 0.629664 0.300426 1.146692 -0.6 1.0 1.4
```
Forces are in eV/Å.

=====

# C8H7N4S4Tl

A structure of composition C8H7N4S4Tl (ωB97M-V with the def2-TZVPD basis set, the Open Molecules 2025 dataset).

Frontier orbital gap (eV): 6.451
Spin multiplicity: 1
DFT total energy (Eh): -2293.2825
HOMO level (Eh): -0.277

Structure (XYZ):
```
24
Properties=species:S:1:pos:R:3:forces:R:3
Tl 1.128167 -1.411197 -1.245616 0.1 0.0 -0.3
N 4.275732 2.213862 -0.816908 0.0 -0.2 0.1
C 3.249255 1.336646 -0.722615 -0.2 0.4 -0.3
S 3.640512 -0.328756 -0.983473 0.0 0.1 0.1
N 2.083539 1.923518 -0.484215 0.2 -0.6 -0.1
N 1.023031 1.073420 -0.494009 0.0 0.2 0.2
C -0.071047 1.589366 -0.079088 -0.2 -0.1 0.0
C -1.330540 0.827788 -0.026071 0.2 0.2 0.0
C -2.459981 1.386795 0.564278 0.0 0.0 0.0
C -3.623750 0.640436 0.623434 0.0 0.0 0.0
C -3.633735 -0.641299 0.094750 0.0 0.0 0.0
C -2.465341 -1.113346 -0.482598 0.0 0.0 0.0
N -1.349378 -0.398041 -0.548706 0.0 -0.1 0.1
H 5.204250 1.877133 -0.985371 0.0 0.0 0.0
H 4.095124 3.188695 -0.655408 0.0 0.0 0.0
H -0.071767 2.621700 0.264780 0.0 0.0 0.0
H -2.412880 2.387895 0.972855 0.0 0.0 0.0
H -4.514339 1.053756 1.079150 0.0 0.0 0.0
H -4.518640 -1.261217 0.123812 0.0 0.0 0.0
H -2.418930 -2.107745 -0.915223 0.0 0.0 0.0
S 1.055695 -5.096299 1.837293 0.0 -0.1 0.1
C 1.053198 -3.469451 1.293154 0.0 0.1 0.0
S 1.157407 -1.948508 1.771834 0.0 0.0 0.1
S 0.904408 -4.345145 -0.186031 0.0 -0.1 0.0
```
Forces are in eV/Å.

=====

# C29H34CsN3O8

A structure of composition C29H34CsN3O8 in a non-equilibrium geometry (ωB97M-V with the def2-TZVPD basis set, the Open Molecules 2025 dataset).

Frontier orbital gap (eV): 6.717
Energy above the lowest of the compared OMol25 structures with the same formula, charge and spin (kJ/mol): 72.7
Spin multiplicity: 1
DFT total energy (Eh): -1912.0026
Total charge: -2
HOMO level (Eh): -0.102

Structure (XYZ):
```
75
Properties=species:S:1:pos:R:3:forces:R:3
Cs 0.045207 -0.163377 -0.685419 0.1 -0.6 0.8
O 1.034633 -0.634906 -4.793795 0.0 0.0 0.0
C 0.996617 0.185312 -3.853398 0.0 0.0 -0.4
O 0.015794 0.474362 -3.129329 0.0 0.4 -1.4
C 2.367039 0.845005 -3.560604 0.0 -0.1 0.0
C 3.278168 -0.192658 -2.869224 0.3 0.1 -0.3
C 4.759316 0.195528 -3.071531 0.0 0.1 0.1
C 4.890608 1.381736 -2.074664 -0.1 -0.2 0.0
C 3.452379 1.456038 -1.521974 0.2 0.2 -0.2
O 3.093371 0.071279 -1.477886 -0.1 -0.1 0.1
C 2.517129 2.052774 -2.591348 0.1 0.0 0.3
C 1.261399 2.716244 -1.969907 -0.1 0.4 -0.2
O 0.733326 3.613907 -2.658447 0.0 0.0 0.0
O 0.933333 2.373180 -0.803287 0.3 0.5 0.1
H 2.777183 1.086295 -4.542132 0.0 0.0 0.0
H 3.037915 -1.226861 -3.101832 -0.1 0.0 0.0
H 4.978351 0.479420 -4.100980 -0.1 0.0 0.0
H 5.414913 -0.635308 -2.802693 0.0 0.0 0.0
H 5.202612 2.310787 -2.552888 0.0 0.0 0.0
H 5.593408 1.148939 -1.271438 0.0 0.0 0.0
H 3.342458 1.903213 -0.537736 0.0 0.0 0.0
H 3.014335 2.857065 -3.137530 0.0 0.0 0.1
C -3.481557 1.103090 -4.370695 -0.1 0.3 0.1
N -3.396721 1.818904 -3.111188 0.0 -0.3 0.2
C -2.323187 2.804011 -3.044588 -0.1 0.3 -0.1
C -2.421374 3.639352 -1.785660 0.0 -0.1 0.0
C -2.515259 2.682605 -0.616416 0.1 0.0 -0.2
N -3.667693 1.804181 -0.777158 0.1 0.0 0.0
C -4.037409 1.030138 0.398339 0.0 0.0 -0.2
C -3.981754 1.258004 -2.006196 -0.1 0.0 0.0
O -4.800652 0.338999 -2.096378 0.0 0.0 -0.1
H -3.668909 1.856650 -5.144830 0.0 -0.3 -0.2
H -4.294997 0.386451 -4.310214 -0.1 0.1 -0.1
H -2.553970 0.575334 -4.603674 0.1 0.1 0.1
H -2.422519 3.460165 -3.917785 0.0 -0.1 0.0
H -1.348977 2.321928 -3.113525 0.1 0.0 0.0
H -3.296062 4.297790 -1.826547 0.0 0.0 0.0
H -1.501162 4.218373 -1.709069 0.0 0.0 0.0
H -2.627646 3.192291 0.344253 0.1 0.1 -0.1
H -1.561613 2.142083 -0.607271 -0.1 0.0 0.3
H -4.213724 1.711806 1.234122 0.0 0.0 0.0
H -3.247475 0.323156 0.673449 -0.1 0.0 0.1
H -4.950821 0.487255 0.173041 0.0 0.0 0.1
C 1.096822 1.463574 2.623042 0.0 0.0 -0.1
C 1.658372 0.069214 2.659605 0.1 0.0 0.0
C 2.776600 -0.226814 1.888915 0.0 0.1 0.0
C 3.278413 -1.516139 1.824229 0.0 -0.1 0.0
C 2.625467 -2.531822 2.492241 0.0 0.0 0.0
C 1.490579 -2.256451 3.248274 0.0 0.0 -0.1
N 0.822640 -3.333266 3.871831 0.1 0.0 0.1
C -0.527262 -3.677356 3.653027 -0.1 0.0 -0.1
C -1.070101 -4.630957 4.518589 0.0 0.0 0.0
C -2.389960 -5.034444 4.413765 0.0 0.0 0.0
C -3.209976 -4.449497 3.461159 -0.1 0.1 -0.1
C -2.682845 -3.486860 2.611768 0.0 -0.2 0.2
C -1.343571 -3.114038 2.663598 0.0 0.2 -0.1
C -0.886350 -2.156496 1.544837 0.1 -0.3 0.1
O -0.005606 -2.588128 0.775655 -0.1 -0.6 0.4
O -1.484103 -1.059807 1.484428 -0.5 -0.1 0.5
C 1.033598 -0.944430 3.398037 0.0 0.0 0.1
C -0.124459 -0.631917 4.310687 0.1 0.0 -0.1
H 1.828773 2.173478 2.240936 0.0 0.0 0.0
H 0.741606 1.809349 3.593964 0.0 0.0 0.0
H 0.250138 1.490879 1.930108 0.0 0.1 0.1
H 3.238524 0.556005 1.301452 0.0 0.0 0.0
H 4.133733 -1.740107 1.199252 0.0 0.0 0.0
H 2.940526 -3.562750 2.373570 0.0 0.0 0.0
H 1.413911 -4.141062 3.984001 0.0 0.0 0.0
H -0.432059 -5.039917 5.295662 0.0 0.0 0.0
H -2.784549 -5.784540 5.089737 0.0 0.0 0.0
H -4.250904 -4.737592 3.379951 0.0 0.0 0.0
H -3.312675 -3.015932 1.867928 0.0 0.0 0.0
H -0.317673 -1.460784 4.990005 0.0 0.0 0.0
H -1.025403 -0.444224 3.722768 0.0 0.0 0.0
H 0.091780 0.252291 4.913012 0.0 0.0 0.0
```
Forces are in eV/Å.

=====

# C4H8N2S

The molecule C4H8N2S in a non-equilibrium geometry (ωB97M-V with the def2-TZVPD basis set, the Open Molecules 2025 dataset).

SMILES: [H]/N=N/C(=C)SCC
Frontier orbital gap (eV): 8.442
Energy above the lowest of the compared OMol25 structures with the same formula, charge and spin (kJ/mol): 386.5
Spin multiplicity: 1
DFT total energy (Eh): -664.7855
HOMO level (Eh): -0.308

Structure (XYZ):
```
15
Properties=species:S:1:pos:R:3:forces:R:3
H -4.523107 -0.226149 -0.368236 1.1 1.4 0.1
N -3.527889 -0.399373 -0.107971 2.8 -0.2 0.3
N -2.663290 0.515197 -0.174271 -1.1 -2.1 0.0
C -1.163157 0.103141 0.150099 -1.3 -1.8 -0.2
C -0.579486 -1.135271 0.266594 -1.9 1.9 -0.4
S -0.357597 1.612080 0.194941 1.4 0.4 -0.6
C 1.349444 0.938186 0.407038 0.3 1.3 1.6
C 2.102913 0.030446 -0.578350 0.1 2.1 -1.3
H 0.486839 -1.262709 0.458287 -0.8 -0.1 0.0
H -1.227537 -1.974828 0.061432 0.1 -0.3 0.3
H 1.993399 1.828040 0.734741 -0.9 -1.1 -0.7
H 1.187991 0.403992 1.332776 0.3 -0.3 0.4
H 1.436942 -0.633421 -1.166531 0.6 0.6 0.1
H 2.706124 0.772799 -1.236651 -0.9 -1.8 0.7
H 2.778407 -0.572124 0.026100 0.2 0.0 -0.2
```
Forces are in eV/Å.

=====

# C5H23ClN3O6

A structure of composition C5H23ClN3O6 in a non-equilibrium geometry (ωB97M-V with the def2-TZVPD basis set, the Open Molecules 2025 dataset).

Frontier orbital gap (eV): 8.129
Spin multiplicity: 1
DFT total energy (Eh): -1280.1811
Total charge: -1
HOMO level (Eh): -0.188

Structure (XYZ):
```
38
Properties=species:S:1:pos:R:3:forces:R:3
Cl -1.081184 -0.161945 -0.029267 -0.6 -0.5 -1.2
C -3.808816 1.088860 -1.273335 -1.8 0.1 -1.9
O -4.834132 1.258753 -1.888808 -2.6 0.7 -0.9
N -3.692464 0.515903 -0.143938 -1.8 -2.1 5.8
N -2.651726 1.377298 -1.764602 3.0 2.1 -3.0
H -2.791500 0.342977 0.278497 -1.0 0.3 -0.7
H -4.460465 0.382373 0.498276 -0.2 -0.1 -0.7
H -1.866809 0.912603 -1.330930 0.2 0.5 -0.9
H -2.730110 1.610862 -2.744091 0.6 -0.1 0.1
C 3.463729 -0.780964 1.440759 0.9 -0.2 -1.8
C 2.290885 -0.393044 0.482024 -0.7 0.7 2.1
C 2.505741 -0.506798 -1.013523 -0.2 -2.8 1.0
O 3.688916 0.103258 -1.424536 0.3 0.0 -0.3
C 3.510530 1.457730 -1.634479 1.2 1.3 -0.8
N 1.132396 -1.180083 0.977709 2.4 0.1 -0.5
H 3.209004 -1.080621 2.457332 -0.5 0.4 -0.2
H 4.257968 -0.034494 1.432281 -0.1 0.4 0.3
H 3.997694 -1.633600 1.021237 -0.2 -0.5 -0.1
H 2.126886 0.678412 0.596906 -0.1 0.2 0.5
H 1.596290 -0.289202 -1.573584 0.0 1.0 -0.1
H 2.583552 -1.575384 -1.213932 0.5 -0.3 -0.2
H 4.447983 1.955641 -1.882171 0.7 -0.5 0.4
H 3.168558 2.013548 -0.761425 -0.7 -0.1 -0.1
H 3.023964 1.642545 -2.592193 -1.2 0.1 0.2
H 0.273928 -1.039042 0.464668 2.3 -0.6 -0.7
H 0.780623 -0.783746 1.837520 0.9 0.0 0.6
O -2.654999 -2.628732 -0.208374 -0.5 -0.9 -0.2
H -3.556967 -2.542719 -0.517062 -0.2 0.1 -0.1
H -2.343456 -1.727642 -0.123446 0.0 0.1 -0.1
O -0.720335 -2.405970 1.814274 -0.8 -1.2 1.2
H -0.892873 -1.693404 1.198891 -0.5 -0.5 0.3
H -0.961124 -2.048537 2.668970 -0.3 0.0 0.2
O 0.411171 2.051568 0.010906 1.0 1.8 0.1
H 0.721327 2.325909 -0.852086 0.1 0.2 -0.2
H -0.153810 1.299214 -0.165132 0.0 -0.1 0.1
O -2.757946 0.266957 2.287381 -0.6 -0.1 1.6
H -3.177617 1.084102 2.018341 0.0 0.3 0.1
H -2.054812 0.137413 1.650940 0.6 0.0 0.2
```
Forces are in eV/Å.

=====

# C3H4FN

A cluster of 4 separate species, C3H4FN in total in a non-equilibrium geometry (ωB97M-V with the def2-TZVPD basis set, the Open Molecules 2025 dataset).

Frontier orbital gap (eV): 11.670
Energy above the lowest of the compared OMol25 structures with the same formula, charge and spin (kJ/mol): 425.5
Spin multiplicity: 1
DFT total energy (Eh): -271.1411
HOMO level (Eh): -0.397

Structure (XYZ):
```
9
Properties=species:S:1:pos:R:3:forces:R:3
C 2.030156 1.657305 -0.667127 0.1 -0.6 -0.6
C -0.234588 -0.009312 -1.037170 -0.9 0.2 0.4
C -0.853508 -0.008969 -0.013413 -0.4 0.0 1.1
N 1.658946 2.566134 -0.100410 -0.2 1.3 0.8
F -1.447622 0.001159 1.143736 0.7 -0.1 -1.2
H 2.216447 0.800793 -1.248756 0.5 -0.4 -0.2
H -1.387492 -2.859780 2.175603 -2.6 1.6 -1.7
H 0.069617 0.308782 -1.994922 0.2 -0.3 -0.4
H -2.051960 -2.456115 1.742461 2.6 -1.6 1.7
```
Forces are in eV/Å.